Molecular formula: C11H16ClN2
Method: DFT, ωB97M-V with the def2-TZVPD basis set

The geometry in XYZ format:
```
30
Properties=species:S:1:pos:R:3:forces:R:3
C 2.5903 -0.5201 3.1259 3.160 0.342 1.027
C 1.5529 0.2896 3.3978 -2.137 -0.313 -1.864
C 2.7071 -1.1901 1.9051 0.592 -1.934 0.565
C 0.4714 0.4143 2.5032 2.457 -1.627 -0.829
C 1.6694 -1.1366 1.0174 -2.145 1.926 0.276
C 0.5369 -0.2714 1.2941 -0.002 0.024 -0.003
C -1.2451 -1.2533 -0.0806 -0.614 -3.488 -0.269
C -1.0507 -1.5243 -1.5767 -2.353 -0.657 -0.216
C -0.6875 0.8521 -2.2675 0.608 2.562 2.109
C -0.8941 1.1255 -0.2177 0.640 -1.402 -2.678
C -0.1058 2.3171 0.1602 1.779 2.134 0.090
N -0.6257 -0.1013 0.3728 2.489 1.456 1.523
N -1.6273 -0.2700 -2.3211 4.390 0.472 5.245
Cl -2.7183 1.4307 -0.1898 0.427 0.254 0.140
H 3.4339 -0.4331 3.8907 -1.068 -0.842 -1.287
H 1.4544 0.7684 4.3029 0.119 1.105 1.921
H 3.4974 -1.9817 1.7362 -0.711 1.416 0.179
H -0.2927 1.0630 2.7479 -1.739 0.990 0.343
H 1.6830 -1.7021 0.1225 0.068 -0.482 -0.783
H -2.2923 -1.3611 0.1699 -0.713 0.750 -0.088
H -0.8896 -2.1394 0.5070 0.292 0.762 -0.680
H 0.0064 -1.6636 -1.7696 -0.042 0.060 -0.684
H -1.7605 -2.3790 -1.9955 1.901 1.452 1.172
H -1.1282 1.8235 -2.6593 0.454 -1.518 0.275
H 0.3996 0.7134 -2.5885 -1.767 -0.340 0.531
H 0.1439 2.5081 1.2127 -0.671 -0.656 -0.103
H -0.6181 3.2179 -0.1440 -0.506 0.120 -0.207
H 0.9150 2.5038 -0.2904 -1.032 -1.181 -0.069
H -1.9141 -0.6446 -3.1067 -2.167 -1.287 -5.502
H -2.3273 0.0889 -1.6886 -1.712 -0.098 -0.133
```
Forces are in eV/Å.

As for the HOMO energy: -0.4420 Ha. As for the charge: +1. As for the energy above the lowest of the compared OMol25 structures with the same formula, charge and spin: 0.808 eV.

---

Molecular formula: C20H30FO15
Method: DFT, ωB97M-V with the def2-TZVPD basis set

The geometry in XYZ format:
```
66
Properties=species:S:1:pos:R:3:forces:R:3
F -0.1594 0.3350 0.1950 0.017 0.149 -0.105
C -0.1870 -2.8855 -2.7599 -1.573 -1.358 -2.356
C 1.1679 -2.2328 -2.9044 0.783 3.068 -3.442
C 1.7642 -1.7342 -1.5459 -1.620 1.259 -2.734
O 2.9722 -2.4980 -1.4749 -0.149 -0.226 1.320
C 3.1253 -3.3040 -2.5257 2.527 -2.889 -1.961
O 4.0411 -4.1316 -2.7251 -2.739 2.942 1.286
O 2.1760 -3.0906 -3.4618 0.157 -1.330 1.495
H -1.1135 -2.2691 -2.5843 1.490 0.060 0.239
H -0.1134 -3.6336 -1.9629 -0.211 -0.026 -0.139
H -0.5248 -3.4269 -3.7607 1.093 0.830 1.977
H 1.3056 -1.4631 -3.8240 -1.577 -0.743 2.529
H 0.8374 -1.9279 -0.9464 1.919 0.167 1.222
H 1.9873 -0.6206 -1.6399 -0.180 -1.622 0.725
C 2.3779 -1.9187 3.3018 -3.077 -6.084 -4.692
C 0.9716 -1.6114 2.9137 3.604 1.052 -0.997
C 0.3529 -2.6228 1.9967 -1.929 1.013 -2.598
O -0.6180 -3.0869 2.8871 -0.642 -4.827 -3.840
C -0.4494 -2.6956 4.0589 -2.911 1.753 3.911
O -1.1679 -3.0669 4.9389 0.502 -0.341 1.467
O 0.2936 -1.5989 4.0558 -2.271 -0.413 4.093
H 2.7576 -2.9062 3.5626 -1.140 -0.391 0.757
H 2.8269 -1.2652 3.7705 4.064 6.626 5.182
H 2.7622 -1.8988 2.3634 2.192 0.342 -3.218
H 0.8516 -0.5993 2.5863 0.580 0.561 -1.226
H 1.0224 -3.4538 1.4919 -1.368 1.727 1.201
H -0.4030 -2.0637 1.3116 2.334 -0.883 -0.193
C 3.1735 0.9989 0.8291 -1.824 3.394 -1.163
C 3.2696 2.3831 1.5719 -2.667 -5.135 0.828
C 1.8686 2.8548 1.8861 -0.504 2.740 0.755
O 2.0412 3.1960 3.2801 -5.179 2.223 -1.085
C 2.9925 2.5828 3.7704 3.326 0.738 10.630
O 3.2898 2.6109 5.0476 -1.508 -0.506 -5.191
O 3.7734 2.1041 2.9245 3.351 -1.913 -4.128
H 2.9558 0.1692 1.4420 -0.480 -0.620 0.723
H 4.0277 0.8796 0.2917 2.940 -0.869 -1.150
H 2.4331 1.1493 -0.0158 0.142 -0.480 1.299
H 3.7934 3.1043 1.0547 1.623 1.422 -0.720
H 0.9086 2.3388 1.7889 0.786 -1.027 -0.335
H 1.7054 3.8459 1.4602 -0.116 -0.113 -0.513
C -4.9567 1.0088 -0.2466 1.633 1.439 -3.412
C -4.2258 -0.0915 -1.1483 -0.803 4.566 1.462
C -2.9803 -0.5135 -0.4273 0.818 -4.409 -6.460
O -3.3875 -1.8341 -0.0888 1.230 -2.465 2.124
C -4.4799 -2.2823 -0.6508 -3.547 -1.701 1.086
O -5.0392 -3.4078 -0.5303 2.711 4.465 -0.889
O -5.1000 -1.1577 -1.1930 -0.206 -2.524 -0.999
H -5.7307 1.4619 -0.8800 -0.497 -0.545 0.569
H -4.3102 1.9179 -0.0901 -0.134 -1.154 0.280
H -5.2708 0.5498 0.6354 -0.714 -0.431 1.463
H -4.0250 0.3654 -2.1306 -0.169 -0.516 0.160
H -2.6031 0.0275 0.3354 1.206 1.545 2.556
H -2.1366 -0.8230 -1.2385 -1.352 1.745 2.051
C -0.2235 1.7286 -2.8749 -6.254 4.897 -3.607
C -1.1773 2.5200 -1.9667 2.914 0.084 2.034
C -0.6013 3.1751 -0.6944 -1.440 -1.768 -0.714
O -0.8032 4.5085 -0.8934 -0.465 3.491 0.486
C -1.5190 4.7351 -1.9967 0.622 -1.585 -0.396
O -1.8543 5.7040 -2.5525 -0.359 3.368 0.268
O -1.7822 3.5891 -2.5910 -1.266 -1.703 -1.417
H 0.3070 2.2593 -3.6535 -0.015 0.805 0.028
H -1.0782 1.2639 -3.3566 0.776 -1.333 -0.976
H 0.3861 1.1551 -2.4415 4.264 -4.880 3.883
H -1.8211 1.8476 -1.4939 -1.732 -1.352 -0.319
H 0.3933 2.9897 -0.6639 3.195 -0.564 0.481
H -1.0701 2.7562 0.1828 -0.181 0.253 0.408
```
Forces are in eV/Å.

As for the HOMO energy: -0.2603 Ha. As for the charge: -1. As for the energy above the lowest of the compared OMol25 structures with the same formula, charge and spin: 9.409 eV.